No. 1
Formula: C9H30O9
Source: the OMol25 dataset
Level of theory: the ωB97M-V functional and the def2-TZVPD basis

Element x y z (Å)
C -0.4509 2.5487 0.6545
C 0.5472 1.7615 1.5684
O 1.5564 1.2494 0.6722
O -0.1680 3.8948 0.4002
H -1.3337 2.5961 1.2922
H -0.7140 1.9564 -0.2219
H 0.0279 0.9190 2.0251
H 0.9462 2.4126 2.3462
H 2.0728 0.5509 1.0809
H 0.4762 3.8944 -0.3116
C 2.5760 -0.7398 0.8657
C 3.6164 0.1051 0.0968
O 4.7420 0.2700 0.9855
O 1.9749 -0.0352 1.9237
H 3.0662 -1.6018 1.3182
H 1.8187 -1.1507 0.1980
H 3.1291 1.0386 -0.1843
H 3.9954 -0.4003 -0.7916
H 4.5025 0.1878 1.9115
H 2.6229 0.0075 2.6307
C -2.7907 1.2264 -0.3105
C -3.1866 -0.2571 -0.3866
O -2.5411 -0.8584 -1.5448
O -3.3769 1.8222 0.7838
H -2.9732 1.7800 -1.2316
H -1.7372 1.2986 -0.0406
H -4.2721 -0.3450 -0.3414
H -2.8720 -0.7962 0.5070
H -1.6222 -0.9885 -1.2991
H -3.0473 1.3045 1.5220
C -1.6834 -2.1336 0.5845
O -1.7603 -2.6942 1.8627
H -1.5202 -1.0569 0.6318
H -0.9014 -2.6665 0.0436
H -2.6384 -2.3082 0.0889
H -0.8736 -2.8781 2.1814
C 0.2051 -1.4267 -3.2543
O 1.1334 -0.8469 -2.3169
H -0.7728 -1.7145 -2.8682
H -0.0044 -0.7188 -4.0563
H 0.6330 -2.3233 -3.7027
H 1.5719 -1.5341 -1.8100
C 0.0722 -0.0670 -0.2809
O -0.6638 -0.9680 -1.1410
H -0.2039 0.9758 -0.4372
H -0.1424 -0.1630 0.7834
H 1.1467 -0.0492 -0.4631
H -0.1823 -1.0785 -1.9641

Output
Lowest unoccupied orbital energy (eV): -0.2983
ΔE to the lowest compared entry with this formula, charge and spin (kJ/mol): 1799.0
Total energy (eV): -28225.78070

So, what does the natural (NBO) scheme give us? The charges, in e, come out as:
1 C -0.0703
2 C -0.1133
3 O -0.8009
4 O -0.6968
5 H 0.1792
6 H 0.1553
7 H 0.1588
8 H 0.1902
9 H 0.4341
10 H 0.4638
11 C -0.1728
12 C -0.1264
13 O -0.7120
14 O -0.6457
15 H 0.2058
16 H 0.2187
17 H 0.2458
18 H 0.1936
19 H 0.4483
20 H 0.4846
21 C -0.0779
22 C -0.1325
23 O -0.8158
24 O -0.7071
25 H 0.1780
26 H 0.1399
27 H 0.1746
28 H 0.1595
29 H 0.4155
30 H 0.4522
31 C -0.2501
32 O -0.7348
33 H 0.1638
34 H 0.1542
35 H 0.2059
36 H 0.4545
37 C -0.3462
38 O -0.6821
39 H 0.2394
40 H 0.2219
41 H 0.2015
42 H 0.4756
43 C -0.3277
44 O -0.6815
45 H 0.1889
46 H 0.1843
47 H 0.2403
48 H 0.4657

No. 2
Formula: C9H31HgO9
Source: the OMol25 dataset
Level of theory: the ωB97M-V functional and the def2-TZVPD basis

Element x y z (Å)
Hg -2.4052 2.8670 -1.5092
C 0.2293 -0.4818 -1.0019
C -0.7364 0.6050 -1.3111
O -0.3961 1.7031 -1.7005
O -1.9678 0.4162 -1.1697
H 1.2035 -0.0360 -0.8010
H 0.2705 -1.2983 -1.7229
H -0.0794 -0.9724 -0.0788
C 4.1686 0.9879 1.3576
O 4.6098 -0.0189 2.2762
H 3.2161 0.7482 0.8850
H 3.9717 1.8621 1.9783
H 4.9638 1.1917 0.6406
H 3.8974 -0.5268 2.6714
C -2.9257 -3.1552 -1.1726
O -3.1216 -1.9855 -1.9453
H -2.6970 -2.9579 -0.1253
H -3.8201 -3.7675 -1.2883
H -2.1077 -3.7757 -1.5385
H -2.4922 -1.2986 -1.7137
C 1.2000 -1.4499 2.5491
O 2.4415 -1.8365 3.0844
H 1.3898 -1.3450 1.4808
H 0.4696 -2.2554 2.6249
H 0.7825 -0.4950 2.8684
H 2.2580 -2.0110 4.0104
C -5.7418 2.1919 -0.9945
O -4.4020 2.0419 -0.5084
H -6.1452 1.2307 -1.3130
H -6.4292 2.5461 -0.2264
H -5.7898 2.8400 -1.8696
H -4.4112 1.4105 0.2147
C 2.5397 3.5651 -0.9605
O 2.0573 2.9557 -2.1277
H 1.9671 4.4621 -0.7245
H 2.4192 2.9153 -0.0937
H 3.6000 3.8017 -1.0486
H 1.1976 2.5602 -1.9658
C 2.7840 -2.5300 -2.0940
O 3.9973 -3.1965 -2.1254
H 2.5882 -1.9609 -3.0028
H 1.9597 -3.2304 -1.9597
H 2.7596 -1.8166 -1.2703
H 4.6560 -2.4983 -2.1085
C -2.0764 0.0024 2.5639
O -1.2488 1.1566 2.5994
H -2.2468 -0.3028 1.5315
H -1.6421 -0.8510 3.0847
H -3.0907 0.1065 2.9493
H -1.6244 1.8864 2.1015

Output
Lowest unoccupied orbital energy (alpha / beta) (eV): -10.3357 / -11.9705
ΔE to the lowest compared entry with this formula, charge and spin (kJ/mol): 185.1
Spin multiplicity: 2
Net charge: +2
Total energy (eV): -32413.33274

So, what does the natural (NBO) scheme give us? The charges, in e, come out as:
1 Hg 1.5243
2 C -0.7193
3 C 0.7906
4 O -0.7199
5 O -0.7216
6 H 0.2272
7 H 0.2901
8 H 0.2550
9 C -0.3202
10 O -0.1115
11 H 0.2491
12 H 0.3258
13 H 0.2801
14 H 0.5370
15 C -0.2520
16 O -0.7352
17 H 0.1464
18 H 0.2020
19 H 0.1619
20 H 0.4695
21 C -0.2727
22 O -0.7462
23 H 0.1612
24 H 0.1997
25 H 0.1903
26 H 0.4990
27 C -0.2725
28 O -0.7990
29 H 0.2155
30 H 0.2114
31 H 0.2019
32 H 0.5271
33 C -0.2372
34 O -0.7270
35 H 0.1707
36 H 0.1085
37 H 0.1981
38 H 0.4802
39 C -0.2381
40 O -0.6844
41 H 0.1673
42 H 0.1869
43 H 0.1137
44 H 0.4614
45 C -0.2647
46 O -0.7287
47 H 0.1574
48 H 0.1962
49 H 0.1833
50 H 0.4613

No. 3
Formula: C9H32AsF6O7
Source: the OMol25 dataset
Level of theory: the ωB97M-V functional and the def2-TZVPD basis

Element x y z (Å)
As -3.3001 0.7391 0.4230
F -1.6089 0.3271 -0.3224
F -2.4405 2.0563 1.4580
F -4.8743 0.8733 1.1686
F -3.9937 -0.4199 -0.6883
F -2.9828 -0.5925 1.6248
F -3.5313 2.0867 -0.7956
O -4.8879 -4.7395 -1.6275
H -5.2582 -4.0539 -1.0716
H -4.7743 -4.3212 -2.4809
O -3.6327 2.8825 5.1117
H -4.5888 2.8701 5.0685
H -3.3498 2.7359 4.2091
O 1.9283 2.7862 -0.6000
H 0.9957 3.0009 -0.6224
H 2.0294 2.2359 0.1766
O -2.7942 -5.6756 2.0030
H -2.5638 -4.7785 2.2448
H -3.1955 -5.5954 1.1377
C 2.8414 -3.6221 -1.0107
C 3.0881 -2.1277 -1.3540
C 4.5583 -1.6866 -1.3825
O 2.3461 -1.8706 -2.5539
H 2.7311 -4.2321 -1.9073
H 1.9213 -3.7820 -0.4487
H 3.7614 -3.9544 -0.5296
H 2.6981 -1.4862 -0.5637
H 4.8852 -1.2812 -2.3401
H 5.2724 -2.4970 -1.2361
H 4.6755 -0.8768 -0.6624
H 2.1948 -0.9233 -2.5169
C 2.7716 0.8382 4.6334
C 2.3754 -0.3596 5.4843
C 2.9912 -0.3750 6.8851
O 0.9338 -0.3527 5.7109
H 2.1852 0.8782 3.7154
H 3.8181 0.8608 4.3291
H 2.5305 1.8088 5.0667
H 2.5500 -1.2822 4.9307
H 2.6060 0.4548 7.4778
H 4.0673 -0.2150 6.8175
H 2.8586 -1.3406 7.3731
H 0.5134 -0.3014 4.8494
C -2.7628 3.2316 -6.0215
C -1.2368 3.0491 -6.1190
C -0.6637 3.0607 -4.7319
O -0.9720 1.8222 -6.6704
H -3.3419 2.5469 -5.4020
H -3.1966 3.3714 -7.0117
H -2.9992 4.1439 -5.4740
H -0.7727 3.8071 -6.7500
H -0.7882 2.1786 -4.1039
H -0.9385 3.9061 -4.1012
H 0.4190 2.9985 -4.8414
H -1.0972 1.1916 -5.9575

Output
Lowest unoccupied orbital energy (eV): 2.2058
ΔE to the lowest compared entry with this formula, charge and spin (kJ/mol): 250.7
Net charge: -1
Total energy (eV): -101332.64534

So, what does the natural (NBO) scheme give us? The charges, in e, come out as:
1 As 2.7781
2 F -0.6437
3 F -0.6363
4 F -0.6154
5 F -0.6261
6 F -0.6311
7 F -0.6245
8 O -0.9465
9 H 0.4758
10 H 0.4706
11 O -0.9481
12 H 0.4633
13 H 0.4847
14 O -0.9485
15 H 0.4807
16 H 0.4681
17 O -0.9481
18 H 0.4738
19 H 0.4742
20 C -0.6253
21 C 0.0939
22 C -0.6475
23 O -0.7150
24 H 0.2169
25 H 0.2235
26 H 0.1971
27 H 0.1550
28 H 0.2197
29 H 0.2051
30 H 0.2081
31 H 0.4682
32 C -0.6406
33 C 0.0941
34 C -0.6202
35 O -0.7305
36 H 0.2105
37 H 0.2078
38 H 0.2149
39 H 0.1617
40 H 0.2179
41 H 0.1997
42 H 0.2149
43 H 0.4694
44 C -0.6412
45 C 0.0940
46 C -0.6509
47 O -0.7104
48 H 0.2206
49 H 0.2035
50 H 0.2019
51 H 0.1703
52 H 0.2190
53 H 0.2175
54 H 0.2104
55 H 0.4648

No. 4
Formula: C9H32N6O7
Source: the OMol25 dataset
Level of theory: the ωB97M-V functional and the def2-TZVPD basis

Element x y z (Å)
N 11.7790 -19.8720 1.3100
C 11.2980 -19.2850 0.2820
N 10.0460 -19.6030 -0.0030
O 12.0390 -18.4120 -0.4390
H 12.7940 -19.7170 1.5790
H 11.2110 -20.6790 1.7500
H 9.4370 -19.0060 -0.7520
H 9.5920 -20.4590 0.3520
N 13.6770 -19.7510 -2.1410
C 14.5740 -20.5440 -1.5580
N 14.1020 -21.1430 -0.4670
O 15.8520 -20.7040 -1.9410
H 14.1640 -19.3840 -3.0330
H 12.9500 -19.2700 -1.6360
H 14.7390 -21.8300 -0.0580
H 13.1480 -20.9760 -0.1790
N 14.5080 -19.4860 1.7430
C 14.8460 -20.1500 2.8230
N 14.7350 -19.5070 3.9500
O 15.2240 -21.4420 2.7890
H 14.5860 -19.9840 0.7910
H 14.1060 -18.5080 1.7680
H 15.0030 -19.9790 4.7630
H 14.3890 -18.5870 4.0680
C 12.4460 -16.0760 -3.2790
C 12.5870 -15.4410 -1.9480
O 12.5870 -14.0780 -2.1780
H 12.4400 -17.1030 -3.1420
H 13.2230 -15.8420 -4.0090
H 11.5590 -15.7840 -3.7410
H 13.5420 -15.7910 -1.5110
H 11.7220 -15.6750 -1.3210
H 13.4190 -13.8870 -2.6710
C 16.3710 -17.2730 -2.2560
C 15.7620 -17.3920 -0.8330
O 16.0570 -16.1990 -0.0560
H 16.0160 -16.3730 -2.6860
H 16.0590 -18.0630 -2.9690
H 17.4510 -17.2610 -2.2250
H 16.0060 -18.3920 -0.3280
H 14.6880 -17.5320 -1.0350
H 16.4900 -16.5430 0.7480
C 11.2870 -22.3080 -2.2840
O 11.9060 -21.4830 -3.3070
H 11.0400 -21.6530 -1.4700
H 11.8460 -23.2130 -1.9010
H 10.3060 -22.7190 -2.6490
H 12.6420 -20.9360 -2.9280
C 14.5220 -20.0950 -5.1630
O 14.2330 -18.8110 -4.7050
H 14.8030 -20.0340 -6.2210
H 13.7860 -20.8460 -4.8660
H 15.4090 -20.4750 -4.5950
H 13.6060 -18.3150 -5.2450

Output
Lowest unoccupied orbital energy (eV): -0.0819
ΔE to the lowest compared entry with this formula, charge and spin (kJ/mol): 424.9
Total energy (eV): -33123.45534

So, what does the natural (NBO) scheme give us? The charges, in e, come out as:
1 N -0.8273
2 C 0.7493
3 N -0.8320
4 O -0.7775
5 H 0.4353
6 H 0.4010
7 H 0.4421
8 H 0.4021
9 N -0.9263
10 C 0.7650
11 N -0.8629
12 O -0.7181
13 H 0.4574
14 H 0.4497
15 H 0.4473
16 H 0.4054
17 N -0.8820
18 C 0.7474
19 N -0.8014
20 O -0.7308
21 H 0.4553
22 H 0.4130
23 H 0.4119
24 H 0.3902
25 C -0.6254
26 C -0.0580
27 O -0.7162
28 H 0.2032
29 H 0.1888
30 H 0.2030
31 H 0.1636
32 H 0.1827
33 H 0.4590
34 C -0.6291
35 C -0.0889
36 O -0.7289
37 H 0.1973
38 H 0.2307
39 H 0.2057
40 H 0.1754
41 H 0.1663
42 H 0.4691
43 C -0.2564
44 O -0.7686
45 H 0.1426
46 H 0.1687
47 H 0.1822
48 H 0.4865
49 C -0.2867
50 O -0.7462
51 H 0.1791
52 H 0.1886
53 H 0.2090
54 H 0.4890